{
  "formula": "C2H7O",
  "method": "ωB97M-V/def2-TZVPD",
  "total_charge": -1,
  "lumo_energy_ev": 4.22,
  "energy_ev": -4233.8985,
  "elements": ["O", "H", "C", "C", "H", "H", "H", "H", "H", "H"],
  "coordinates": [[-0.17497, 2.81502, -1.03735], [-0.20847, 2.73350, -1.99907], [-0.10149, -1.43419, 0.23188], [0.17616, 0.05109, 0.55500], [0.75987, -2.03878, -0.14482], [-0.82343, -1.48789, -0.60120], [-0.59623, -1.87846, 1.08792], [1.17673, 0.15159, 0.99950], [0.31219, 0.72007, -0.40570], [-0.52037, 0.36804, 1.31383]],
  "atomic_forces_ev_per_a": [[0.0817, -0.1482, -0.1346], [-0.0131, 0.0842, 0.0182], [-0.1714, 0.3371, -1.0434], [1.9940, -0.0305, -1.9549], [-0.4029, 0.5021, 0.6844], [0.0268, 0.0177, 0.2935], [0.2053, -0.6026, 0.1545], [-0.1218, -0.1716, 0.2676], [-1.1689, -0.6815, 2.0081], [-0.4296, 0.6933, -0.2934]]
}


{
  "formula": "C2H7O",
  "method": "ωB97M-V/def2-TZVPD",
  "total_charge": 1,
  "lumo_energy_ev": -4.61,
  "energy_ev": -4225.6305,
  "elements": ["O", "H", "H", "H", "C", "C", "H", "H", "H", "H"],
  "coordinates": [[0.51126, 0.14542, -1.72774], [0.63514, -0.71305, -2.13548], [0.38409, 0.04839, -0.75326], [1.25296, 0.70092, -1.90259], [-0.37974, -0.76096, 1.16089], [-0.38615, 0.59963, 1.16344], [-1.38481, -1.25844, 0.96240], [0.39540, -1.37014, 1.44010], [-1.21674, 1.18135, 0.73066], [0.43924, 1.21555, 1.53406]],
  "atomic_forces_ev_per_a": [[-1.0007, -0.1845, -0.3191], [0.0355, -0.8938, -0.5099], [-0.6482, -0.1387, 1.5734], [1.4144, 1.1741, -0.4833], [-3.7580, 2.2184, -0.9577], [0.4007, -0.5909, -0.6429], [1.5779, 0.4768, -0.1381], [1.8766, -1.1799, 0.9869], [0.1219, -0.4977, 0.6565], [-0.0201, -0.3838, -0.1659]]
}


{
  "formula": "C2H7O2",
  "method": "ωB97M-V/def2-TZVPD",
  "total_charge": -1,
  "lumo_energy_ev": 4.64,
  "energy_ev": -6282.4845,
  "elements": ["C", "O", "C", "H", "H", "H", "H", "H", "H", "H", "O"],
  "coordinates": [[-0.42608, 0.73369, 0.71303], [-0.89416, -0.41119, 0.14768], [0.17238, 1.72135, -0.31247], [-1.22584, 1.25735, 1.28873], [0.36376, 0.54353, 1.46954], [1.11286, 2.19398, -0.02143], [0.43220, 1.10735, -1.19170], [-0.51873, 2.47052, -0.68568], [-0.00266, -1.19111, -0.28192], [1.43464, -1.80551, 0.15301], [0.84213, -1.94832, -0.59288]],
  "atomic_forces_ev_per_a": [[0.0364, 0.2991, 0.2878], [-0.6087, 0.0404, -0.0744], [0.3947, -0.6596, -0.9173], [0.1198, -0.0642, -0.1356], [0.1515, -0.0694, 0.0744], [-0.0849, 0.2166, 0.3386], [-0.0444, 0.1166, 0.2494], [-0.2539, 0.2512, 0.1403], [0.2934, -0.3353, -0.0692], [0.1221, -0.1830, -0.0858], [-0.1260, 0.3876, 0.1919]]
}


{
  "formula": "C2H7O2",
  "method": "ωB97M-V/def2-TZVPD",
  "total_charge": -1,
  "lumo_energy_ev": 4.68,
  "energy_ev": -6282.3366,
  "elements": ["C", "O", "C", "H", "H", "H", "H", "H", "H", "H", "O"],
  "coordinates": [[0.16559, 0.38180, -0.79840], [1.40263, 0.32860, -0.27004], [-0.66434, -0.91183, -0.58139], [0.13712, 0.62267, -1.90335], [-0.41078, 1.28193, -0.42787], [-1.75162, -0.84607, -0.58547], [-0.27835, -1.42755, 0.29970], [-0.27239, -1.58523, -1.36738], [1.16643, 0.88594, 1.40872], [-0.08542, 0.32211, 1.97414], [0.59114, 0.94763, 2.25133]],
  "atomic_forces_ev_per_a": [[-0.5374, 1.3382, -0.0388], [0.2612, -0.1304, 0.1512], [1.4267, -0.6098, -0.6879], [0.1576, -0.4485, 0.1105], [-0.1543, -0.4060, 0.2996], [-0.0782, 0.0791, -0.1206], [-0.3200, 0.3261, 0.4958], [-0.6994, -0.0107, 0.0002], [-0.5530, -0.1239, 0.2832], [-0.1080, 0.0148, 0.1416], [0.6048, -0.0289, -0.6349]]
}


{
  "formula": "C2H7O2",
  "method": "ωB97M-V/def2-TZVPD",
  "total_charge": -1,
  "lumo_energy_ev": 4.35,
  "energy_ev": -6282.4358,
  "elements": ["O", "H", "C", "O", "C", "H", "H", "H", "H", "H", "H"],
  "coordinates": [[-1.61210, 1.10801, 1.42414], [-2.31504, 0.57250, 1.82212], [0.21064, -0.04119, -0.67867], [0.17318, -0.44308, 0.65722], [1.38694, -0.64731, -1.48365], [-0.67708, -0.41520, -1.21789], [0.30437, 1.04417, -0.75837], [-0.55360, 0.23021, 1.02886], [1.44386, -0.31947, -2.52458], [2.31061, -0.31134, -0.99146], [1.44246, -1.73587, -1.49052]],
  "atomic_forces_ev_per_a": [[-0.1606, -0.0841, 0.1249], [0.3062, 0.1692, -0.1689], [0.3938, -1.3024, -0.8144], [0.6133, 0.1053, -0.8013], [0.7684, 0.3767, 0.9244], [-0.3184, 0.5680, 0.1122], [-0.3268, 0.1636, -0.1315], [-0.6555, 0.0163, 0.7308], [-0.2960, 0.1907, 0.0069], [0.0499, -0.0783, -0.1535], [-0.3741, -0.1251, 0.1704]]
}


{
  "formula": "C2H7O2",
  "method": "ωB97M-V/def2-TZVPD",
  "total_charge": -1,
  "lumo_energy_ev": 4.73,
  "energy_ev": -6282.2614,
  "elements": ["O", "H", "C", "O", "C", "H", "H", "H", "H", "H", "H"],
  "coordinates": [[0.51475, 0.87136, -1.89152], [1.30956, 1.39730, -1.99905], [-0.35916, -0.14569, 1.14142], [0.72649, 0.52481, 0.74383], [-0.90203, -1.31180, 0.28504], [-1.28991, 0.47818, 1.31985], [-0.26761, -0.50329, 2.22863], [0.45539, 0.75162, -0.89208], [-1.27198, -2.16110, 0.89344], [-0.17370, -1.80695, -0.36168], [-1.82271, -1.01357, -0.22135]],
  "atomic_forces_ev_per_a": [[-0.2670, 0.0726, -0.3550], [0.0470, 0.0030, 0.0925], [-0.8083, 0.0855, 2.0743], [-0.0757, 0.0217, -0.9208], [-0.5054, -1.0909, 0.4609], [0.1964, 0.2915, -0.4273], [0.3222, -0.3396, -0.6463], [0.4700, -0.0560, 0.4012], [0.1956, 0.3281, 0.3422], [0.0438, 0.5671, -0.3166], [0.3814, 0.1170, -0.7052]]
}


{
  "formula": "C2H7O2P",
  "method": "ωB97M-V/def2-TZVPD",
  "lumo_energy_ev": 0.85,
  "smiles": "CO[P@@H](C)=O",
  "energy_ev": -15571.2026,
  "elements": ["C", "O", "P", "C", "O", "H", "H", "H", "H", "H", "H", "H"],
  "coordinates": [[-1.07280, 1.48146, -0.02296], [0.26101, 1.07116, -0.33181], [1.12574, -0.15660, 0.36150], [0.20777, -1.61201, -0.34286], [2.60326, 0.02835, -0.06953], [-1.38058, 0.93176, 0.86612], [-1.66001, 1.30655, -0.93798], [-0.95656, 2.50616, 0.12165], [0.66915, 0.24270, 1.74960], [0.49223, -2.66353, 0.06919], [-0.80789, -1.54281, -0.12343], [0.51870, -1.59317, -1.33949]],
  "atomic_forces_ev_per_a": [[1.0617, -1.8887, -0.8374], [1.2980, -1.0467, -0.2071], [1.4322, 2.5930, -1.3922], [2.6861, -1.8137, 3.1070], [-4.0369, -1.1020, 1.6960], [-0.7035, 0.2667, -0.0342], [-0.2522, -0.1391, 0.6852], [-0.4602, 1.7886, 0.6264], [0.8741, -1.2571, -1.2173], [-0.0245, 1.9499, -0.4931], [-1.8433, 0.5319, -0.1529], [-0.0315, 0.1173, -1.7805]]
}


{
  "formula": "C2H7OP",
  "method": "ωB97M-V/def2-TZVPD",
  "lumo_energy_ev": 0.86,
  "smiles": "OCCP",
  "energy_ev": -13522.7800,
  "elements": ["O", "C", "C", "P", "H", "H", "H", "H", "H", "H", "H"],
  "coordinates": [[1.56692, -0.40485, -0.00625], [0.30551, -0.94236, 0.31930], [-0.70214, -0.09978, -0.44944], [0.01055, 1.63062, -0.50338], [2.25878, -0.82061, 0.51762], [0.24543, -2.00453, 0.04025], [0.11829, -0.85783, 1.39948], [-1.68821, -0.12659, 0.01495], [-0.78640, -0.45259, -1.47968], [-0.10009, 1.83774, 0.87455], [-1.22864, 2.24078, -0.72741]],
  "atomic_forces_ev_per_a": [[0.7525, -0.2415, 0.0170], [-0.4847, -0.2804, 0.1392], [0.2467, 0.0436, -0.0350], [-0.1922, -0.0108, -0.3965], [-0.0637, -0.0254, -0.0092], [-0.0164, 0.1468, 0.0619], [-0.0062, -0.0002, -0.1190], [0.0984, -0.0354, -0.0489], [-0.0269, -0.0053, 0.0437], [0.0974, 0.1151, 0.4547], [-0.4049, 0.2934, -0.1078]]
}


In the order shown, the computed ΔE to the lowest compared entry with this formula, charge and spin values come out to 9.23, 3.99, 4.78, 8.19, 5.90, 9.92, 13.38, 20.30 kcal/mol.
In the order shown, the computed strongest force on any atom values come out to 2.79, 4.47, 1.20, 1.70, 1.59, 2.23, 4.52, 0.79 eV Å⁻¹.